No. 1
Molecular formula: C35H27Ge2N5O16SY
Method: DFT, the ωB97M-V functional and the def2-TZVPD basis

Each line ends with the Mulliken spin population.
Positions of all 87 atoms, in Å:
Y1 0.8302 0.2961 1.7805  0.007
O1 2.9191 0.8563 1.0299  0.000
C1 2.3416 0.8658 -0.1131  -0.006
O2 1.4357 0.0122 -0.3522  0.009
C2 2.6140 1.9627 -1.0242  0.002
C3 3.8339 2.2305 -1.5398  -0.001
C4 4.0266 3.3928 -2.3331  0.000
C5 2.9517 4.2072 -2.5638  0.000
C6 1.7636 4.0764 -1.9169  0.000
C7 1.5233 2.9589 -1.0397  -0.001
O3 0.5019 2.7593 -0.3671  -0.002
N1 0.8289 5.1630 -2.0156  0.000
O4 0.8902 5.9011 -3.0069  0.000
O5 0.0111 5.3268 -1.1267  0.000
N2 5.1828 3.5329 -3.1122  0.000
O6 5.3243 4.5346 -3.8102  0.000
O7 6.0464 2.6714 -3.0045  0.000
H1 4.6527 1.5363 -1.3514  0.000
H2 3.1292 5.0169 -3.2158  0.000
O8 -3.3793 -0.6000 2.0311  0.000
C8 -2.3071 -1.1101 2.1998  0.001
O9 -1.1916 -0.5175 2.4631  0.003
C9 -2.1943 -2.6100 2.1116  0.000
C10 -2.9027 -3.3498 3.0526  0.000
C11 -2.5953 -4.6963 3.2229  0.000
C12 -1.5532 -5.2672 2.4994  0.000
C13 -0.9393 -4.5574 1.4987  0.000
C14 -1.2944 -3.2445 1.2880  0.000
S1 -0.3614 -2.4514 -0.0052  0.000
H3 -3.6848 -2.8340 3.6480  0.000
H4 -3.1135 -5.2604 3.9930  0.000
H5 -1.2461 -6.2816 2.7345  0.000
H6 -0.2086 -5.1038 0.9203  0.000
C15 0.8691 -1.8647 -3.7388  0.000
Ge1 -0.6342 -3.0398 -3.3454  0.000
C16 -1.6340 -3.6784 -4.8826  0.000
C17 0.1555 -4.6949 -2.5968  0.000
Ge2 -1.9111 -2.0539 -1.5846  0.000
C18 -3.5771 -2.9207 -1.0923  0.000
C19 -3.5686 -4.2889 -0.7546  0.000
C20 -4.6968 -4.9112 -0.3339  0.000
C21 -5.8969 -4.2296 -0.3128  0.000
C22 -5.9311 -2.9113 -0.7358  0.000
C23 -4.7791 -2.2216 -1.0696  0.000
C24 -2.0404 -0.1050 -1.6534  0.000
C25 -1.7565 0.7728 -2.7364  0.000
C26 -1.7783 2.1725 -2.5805  0.000
C27 -2.0396 2.7728 -1.3803  0.000
C28 -2.2484 1.9361 -0.2844  0.000
C29 -2.2660 0.5555 -0.4184  0.000
H7 0.5838 -0.8673 -3.9966  0.000
H8 1.5216 -2.3214 -4.4818  0.000
H9 1.4127 -1.8316 -2.7877  0.000
H10 -0.9912 -4.2972 -5.5243  0.000
H11 -1.9847 -2.8932 -5.5305  0.000
H12 -2.4658 -4.2309 -4.4884  0.000
H13 0.9863 -5.0506 -3.2123  0.000
H14 -0.5930 -5.4773 -2.5538  0.000
H15 0.5641 -4.4633 -1.6153  0.000
H16 -2.6157 -4.8191 -0.7532  0.000
H17 -4.7283 -5.9431 -0.0221  0.000
H18 -6.8219 -4.7552 0.0235  0.000
H19 -6.8862 -2.3950 -0.7659  0.000
H20 -4.8246 -1.1214 -1.3290  0.000
H21 -1.5306 0.3593 -3.7052  0.000
H22 -1.4969 2.7739 -3.4176  0.000
H23 -1.8893 3.8629 -1.2905  0.000
H24 -2.3278 2.3619 0.7265  0.000
H25 -2.5228 -0.0159 0.4507  0.000
O10 6.1222 3.6331 5.6869  -0.006
N3 5.5022 4.3515 4.8987  0.001
O11 5.8148 5.5102 4.5847  0.005
C30 4.3238 3.7791 4.2875  -0.019
C31 4.0287 2.4414 4.4539  0.163
C32 2.8389 1.9680 3.9684  -0.054
C33 1.9405 2.8025 3.1900  0.012
O12 0.9212 2.3418 2.5837  0.014
C34 2.2831 4.1961 3.2085  -0.012
C35 3.4427 4.6730 3.7663  0.066
N4 1.3882 5.2297 2.8278  0.001
O13 1.7398 6.3793 3.0932  -0.002
O14 0.3169 4.9449 2.3464  0.003
N5 2.5734 0.6241 4.3736  0.373
O15 3.1687 0.1557 5.3673  0.359
O16 1.6874 -0.1296 3.7113  0.067
H26 4.7317 1.7901 4.9999  0.006
H27 3.6839 5.7267 3.8508  0.009

Forces on atoms 1 to 2 (eV/Å):
Y -1.9 0.0 1.2
O -0.2 0.0 -0.8

Properties
charge: -2
spin multiplicity: 2
total energy: -201849.022 eV
E_LUMO (alpha / beta): 3.6 / 3.6 eV
energy relative to the best compared isomer or geometry (same formula, charge and spin): 95.5 kJ/mol

---

No. 2
Molecular formula: C35H28AuF3P2
Method: DFT, the ωB97M-V functional and the def2-TZVPD basis

Each line ends with the natural charge from an NBO analysis.
Positions of all 69 atoms, in Å:
Au1 -0.7750 -0.3633 1.2315  0.473
C1 1.7214 -1.9283 -0.9108  -0.718
C2 0.2594 -2.2199 -1.2592  -0.730
P1 -0.7946 -2.4655 0.2237  0.879
C3 -0.2195 -4.0234 0.9608  -0.387
C4 -0.6072 -4.2886 2.2740  -0.118
C5 -0.2384 -5.4749 2.8907  -0.223
C6 0.5351 -6.4010 2.2044  -0.197
C7 0.9354 -6.1394 0.9017  -0.197
C8 0.5581 -4.9565 0.2808  -0.216
C9 -2.4164 -2.8774 -0.5001  -0.275
C10 -2.6069 -4.0686 -1.2021  -0.230
C11 -3.8296 -4.3433 -1.7933  -0.200
C12 -4.8721 -3.4312 -1.6879  -0.195
C13 -4.6918 -2.2481 -0.9887  -0.207
C14 -3.4677 -1.9705 -0.3925  -0.214
P2 1.9487 -0.4591 0.1967  0.786
C15 3.7796 -0.5044 0.3295  -0.231
C16 4.3639 -1.6047 0.9593  -0.248
C17 5.7382 -1.6839 1.1198  -0.195
C18 6.5516 -0.6511 0.6709  -0.216
C19 5.9799 0.4560 0.0631  -0.202
C20 4.6025 0.5303 -0.1096  -0.242
C21 1.6690 0.9593 -0.9220  -0.267
C22 1.6932 0.8801 -2.3137  -0.246
C23 1.4568 2.0072 -3.0885  -0.205
C24 1.2035 3.2297 -2.4804  -0.204
C25 1.1815 3.3214 -1.0960  -0.210
C26 1.4032 2.1903 -0.3239  -0.209
H1 2.3212 -1.8334 -1.8170  0.232
H2 2.1473 -2.7684 -0.3535  0.237
H3 0.1773 -3.0759 -1.9326  0.231
H4 -0.1942 -1.3692 -1.7759  0.255
H5 -1.1971 -3.5572 2.8148  0.217
H6 -0.5477 -5.6713 3.9089  0.220
H7 0.8302 -7.3241 2.6867  0.219
H8 1.5426 -6.8570 0.3649  0.217
H9 0.8766 -4.7710 -0.7381  0.214
H10 -1.8029 -4.7914 -1.2747  0.215
H11 -3.9715 -5.2705 -2.3338  0.216
H12 -5.8275 -3.6478 -2.1492  0.217
H13 -5.5036 -1.5378 -0.9008  0.221
H14 -3.3221 -1.0463 0.1544  0.241
H15 3.7386 -2.4047 1.3438  0.209
H16 6.1739 -2.5474 1.6062  0.212
H17 7.6249 -0.7084 0.8002  0.214
H18 6.6059 1.2683 -0.2845  0.215
H19 4.1711 1.3969 -0.5939  0.223
H20 1.8989 -0.0606 -2.8089  0.205
H21 1.4711 1.9299 -4.1685  0.212
H22 1.0135 4.1076 -3.0852  0.215
H23 0.9641 4.2668 -0.6148  0.223
H24 1.3375 2.2569 0.7549  0.233
F1 -3.6282 8.4952 -0.5746  -0.325
C27 -3.2743 8.1749 0.6813  0.966
F2 -2.2763 9.0115 1.0336  -0.328
F3 -4.3203 8.4840 1.4752  -0.328
C28 -2.8737 6.7383 0.8209  -0.106
C29 -2.4572 6.2804 2.0659  -0.204
C30 -2.0834 4.9602 2.2265  -0.178
C31 -2.1229 4.0710 1.1451  -0.127
C32 -2.5433 4.5479 -0.0991  -0.196
C33 -2.9158 5.8727 -0.2611  -0.196
C34 -1.7205 2.7065 1.3002  -0.070
C35 -1.3795 1.5464 1.4122  -0.478
H25 -2.4262 6.9609 2.9077  0.225
H26 -1.7582 4.5968 3.1919  0.223
H27 -2.5706 3.8666 -0.9393  0.224
H28 -3.2397 6.2314 -1.2282  0.227

Forces on atoms 1 to 2 (eV/Å):
Au -0.4 -0.2 -0.2
C 0.0 -0.1 0.1

Properties
spin multiplicity: 1
total energy: -67171.967 eV
E_LUMO: 0.4 eV
energy relative to the best compared isomer or geometry (same formula, charge and spin): 25.1 kJ/mol

---

No. 3
Molecular formula: C35H28Br3I2N3O2STc
Method: DFT, the ωB97M-V functional and the def2-TZVPD basis

Each line ends with the Mulliken spin population.
Positions of all 75 atoms, in Å:
Tc1 -0.9431 -0.1230 1.0440  1.040
I1 -1.4200 -0.1113 3.8301  -0.007
C1 -3.5441 -0.0109 3.6588  0.001
I2 -4.2380 -0.2622 1.6733  -0.003
H1 -3.8347 0.9702 4.0085  0.000
H2 -3.9456 -0.7989 4.2806  0.000
Br1 -2.8620 -6.3926 -0.2050  0.002
C2 -2.2753 -4.6677 0.1711  0.009
C3 -1.6191 -4.3909 1.3587  -0.003
C4 -1.2222 -3.0938 1.5982  0.035
N1 -1.4324 -2.0926 0.7300  -0.076
C5 -2.0163 -2.3808 -0.4522  0.006
C6 -2.4673 -3.6501 -0.7493  -0.001
C7 -2.0391 -1.2556 -1.4143  0.030
C8 -2.5707 -1.3439 -2.6846  -0.004
C9 -2.4360 -0.2679 -3.5482  0.004
Br2 -3.1418 -0.3587 -5.2692  0.001
C10 -1.7520 0.8577 -3.1252  -0.004
C11 -1.2620 0.8770 -1.8372  0.019
N2 -1.4185 -0.1393 -0.9780  -0.029
H3 -1.4281 -5.1684 2.0863  0.000
H4 -0.7181 -2.8357 2.5187  -0.006
H5 -2.9491 -3.8588 -1.6950  0.000
H6 -3.0777 -2.2406 -3.0132  0.000
H7 -1.6049 1.7045 -3.7819  0.000
H8 -0.7179 1.7357 -1.4728  0.000
C12 0.4445 -3.5420 -2.8626  -0.002
C13 1.9613 -3.4494 -2.7516  0.001
C14 2.4925 -4.8272 -2.3167  0.000
C15 2.5307 -3.0886 -4.1315  0.000
C16 2.4039 -2.4101 -1.7224  0.011
C17 3.7854 -2.1988 -1.5341  -0.004
C18 4.2715 -1.3262 -0.5953  0.001
C19 3.3521 -0.6219 0.1797  0.002
S1 3.6601 0.5362 1.4157  0.012
C20 1.9761 0.7627 1.6498  0.028
N3 1.2118 0.0345 0.8680  -0.054
C21 1.9816 -0.7820 0.0085  -0.012
C22 1.5097 -1.6931 -0.9450  0.012
C23 1.5311 1.7580 2.6368  0.005
C24 2.3352 2.0598 3.7411  0.004
C25 1.9461 2.9994 4.6752  0.000
C26 0.7200 3.6382 4.5359  0.002
C27 -0.0941 3.3516 3.4518  -0.002
C28 0.3392 2.4494 2.5027  0.014
H9 0.1858 -4.2930 -3.6131  0.000
H10 0.0048 -2.5894 -3.1782  0.000
H11 -0.0035 -3.8531 -1.9143  0.001
H12 2.1835 -5.5914 -3.0346  0.000
H13 2.1036 -5.0997 -1.3314  0.000
H14 3.5833 -4.8412 -2.2654  0.000
H15 2.1950 -3.8181 -4.8720  0.000
H16 3.6228 -3.0956 -4.1364  0.000
H17 2.1938 -2.0976 -4.4477  0.000
H18 4.4968 -2.7427 -2.1449  0.000
H19 5.3373 -1.1855 -0.4633  0.000
H20 0.4480 -1.8214 -1.0662  0.005
H21 3.2717 1.5290 3.8743  0.000
H22 2.5860 3.2206 5.5194  0.000
H23 0.3890 4.3548 5.2766  0.000
H24 -1.0609 3.8299 3.3528  0.000
Br3 -0.2258 8.9142 0.4007  0.000
C29 -0.5862 7.0799 0.4913  0.000
C30 -1.8975 6.6472 0.6324  0.000
C31 -2.1557 5.2923 0.7276  0.001
C32 -1.1039 4.3815 0.7120  0.002
C33 0.2069 4.8240 0.5397  0.000
C34 0.4674 6.1754 0.4173  0.000
C35 -1.4261 2.9615 0.8540  -0.050
O1 -2.4161 2.4067 0.4791  -0.004
O2 -0.4502 2.1119 1.4063  0.011
H25 -2.7051 7.3659 0.6684  0.000
H26 -3.1737 4.9341 0.8308  0.000
H27 1.0277 4.1159 0.4759  0.000
H28 1.4782 6.5319 0.2706  0.000

Forces on atoms 1 to 2 (eV/Å):
Tc -0.4 1.0 0.6
I 0.2 -0.1 0.2

Properties
charge: +2
spin multiplicity: 2
total energy: -284665.828 eV
E_LUMO (alpha / beta): -6.2 / -6.3 eV
energy relative to the best compared isomer or geometry (same formula, charge and spin): 45.8 kJ/mol